The following is a DFT calculation (ωB97M-V/def2-TZVPD) of a structure of composition C25H45GaN2P3SSe in a non-equilibrium geometry.

```
78
Properties=species:S:1:pos:R:3:forces:R:3:lowdin_charge:R:1
Ga -0.66603 -2.31352 0.48435 0.33 1.03 0.28 0.510
P 0.20017 -0.68610 2.45905 0.35 -0.67 1.20 0.705
P 0.31899 2.30288 0.10539 0.27 0.87 -0.53 0.769
P 4.17521 -0.18376 -0.18585 -0.19 -0.24 0.29 0.850
H 1.09513 -5.68004 -3.79666 0.17 -0.18 0.07 0.069
C 1.91123 -5.36601 -3.15228 -0.05 -0.35 1.55 -0.023
C 1.69604 -5.24478 -1.82482 0.91 -1.53 -1.02 -0.153
H 0.77570 -5.62610 -1.36320 0.26 0.48 -0.24 0.081
C -1.15947 -1.38457 3.48064 -0.41 -0.18 -0.02 -0.298
C 0.55259 0.74783 3.56093 -0.13 0.75 -0.39 -0.255
C 1.53196 -1.74868 3.14989 0.42 -0.21 -0.30 -0.288
C 0.24133 2.89572 -1.64517 0.01 -0.28 -0.06 -0.307
C -1.21683 3.13748 0.71937 0.27 -0.29 0.34 -0.288
C 1.59318 3.52094 0.72605 -0.15 -0.22 0.26 -0.302
C 5.43759 -1.41040 -0.42429 0.53 -0.27 -0.11 -0.198
C 4.53497 0.83393 1.22214 0.24 0.34 0.46 -0.185
C 3.96862 0.88660 -1.58830 -0.13 0.58 -0.84 -0.184
H 2.88079 -5.25117 -3.62418 -0.07 0.33 0.11 0.076
H 2.47332 -4.94138 -1.09163 -0.24 -0.62 -0.74 0.025
H -1.91476 -1.88507 2.86275 0.01 -0.07 0.24 -0.009
H -1.65585 -0.60474 4.07104 0.11 -0.16 -0.08 0.058
H -0.71605 -2.11933 4.16223 -0.34 0.15 0.00 0.068
H -0.21721 1.51473 3.43496 0.15 0.01 0.05 0.036
H 1.54042 1.20958 3.42712 -0.29 -0.23 -0.17 0.050
H 0.48755 0.35062 4.58123 0.02 0.08 -0.22 0.065
H 1.31141 -2.80940 3.00731 0.01 0.03 -0.02 0.051
H 1.60153 -1.54790 4.22690 0.03 -0.12 -0.27 0.066
H 2.50988 -1.55195 2.69178 -0.18 0.02 0.09 0.030
H 0.24997 3.99533 -1.73620 -0.01 -0.44 0.10 0.063
H -0.69742 2.50448 -2.06411 0.32 0.13 -0.11 0.022
H 1.08444 2.47130 -2.21281 -0.32 0.23 0.05 0.021
H -0.98979 4.20592 0.86209 -0.42 -0.35 0.01 0.059
H -1.47213 2.65496 1.67496 -0.14 0.46 -0.12 0.011
H -2.06502 3.00064 0.03024 0.36 0.09 0.18 0.026
H 1.29645 4.56441 0.51836 0.14 -0.46 0.03 0.058
H 2.57251 3.32848 0.25753 -0.36 0.11 0.12 0.010
H 1.70423 3.39787 1.81469 0.05 0.14 -0.29 0.031
H 6.41634 -0.92738 -0.57586 -0.32 -0.18 0.01 0.087
H 5.19869 -2.03772 -1.29281 0.07 0.19 0.14 0.068
H 5.49732 -2.06049 0.45890 -0.02 0.19 -0.15 0.080
H 5.60498 1.04882 1.16826 0.00 0.15 0.15 0.083
H 4.32440 0.36872 2.18614 0.08 -0.20 -0.15 0.064
H 3.98400 1.77574 1.17878 0.03 -0.11 -0.10 0.042
H 4.89285 0.99830 -2.16562 0.01 -0.16 0.21 0.087
H 3.68848 1.89247 -1.25566 -0.02 -0.23 0.05 0.050
H 3.19603 0.54848 -2.28662 0.10 -0.12 0.22 0.048
C 0.89952 -2.63508 -2.12507 0.91 0.05 0.56 -0.680
C 1.48928 -2.03831 -3.27076 -1.07 -0.35 -0.13 -0.058
C 0.83729 -2.24994 -4.49547 0.95 0.40 0.27 -0.018
C -0.12094 -3.26411 -4.62527 -0.27 0.32 0.10 -0.002
C -0.77020 -3.74753 -3.47690 0.09 0.10 0.58 -0.036
C -0.28939 -3.39695 -2.22078 -0.54 0.07 -0.70 -0.222
S 1.84319 -2.74497 -0.66304 -1.76 0.49 -0.39 0.769
H 3.01328 -0.95224 0.01605 0.17 0.70 0.04 -0.080
H 2.44841 -1.51431 -3.15019 -0.72 -0.04 -0.33 0.104
H 1.09407 -1.63759 -5.36002 0.37 -0.57 0.03 0.130
H -0.34873 -3.65323 -5.62816 -0.25 0.41 0.54 0.145
H -1.61950 -4.41870 -3.55589 0.17 -0.02 -0.08 0.137
H -0.72111 -3.86860 -1.31858 0.18 0.20 -0.63 0.049
C -4.04403 1.19135 -1.68899 -0.05 -0.12 -0.46 -0.001
N -4.20520 1.00692 -0.25256 0.56 -0.77 0.23 -0.064
C -3.64285 0.01989 0.50931 -0.86 2.38 0.68 -0.614
Se -3.07638 -1.63692 -0.13307 0.26 -0.51 -0.18 0.786
N -3.78756 0.43592 1.80234 0.21 -0.76 -0.32 0.147
C -4.46550 1.65285 1.87185 0.45 0.16 0.01 -0.183
C -4.68969 2.54504 2.91457 -0.42 0.53 0.25 0.021
C -5.24888 3.80004 2.57981 0.40 -1.01 0.70 -0.026
C -5.55189 4.13442 1.25183 0.14 -0.37 -0.47 -0.027
C -5.28532 3.23435 0.21504 -0.29 0.45 0.17 0.023
C -4.74599 1.99858 0.56191 0.38 0.22 -0.31 -0.177
H -3.57656 0.28133 -2.09168 -0.21 0.45 -0.01 0.063
H -3.38897 2.07459 -1.87452 -0.54 -0.61 0.12 0.107
H -5.03784 1.33845 -2.14772 0.56 -0.04 0.12 0.122
H -3.41847 -0.08477 2.58913 -0.33 0.01 -0.15 0.141
H -4.44820 2.23042 3.93567 -0.19 0.46 -0.31 0.128
H -5.45366 4.52834 3.37185 0.11 -0.38 -0.31 0.128
H -5.98139 5.11916 1.04700 0.16 -0.44 -0.06 0.130
H -5.48451 3.47585 -0.82474 -0.02 0.08 0.19 0.126
```
Positions in Å, forces in eV/Å.

For the total energy, the calculation gives -186031.865 eV. Its charge is +3. As for the orbital gap (alpha / beta): 5.12 / 5.06 eV.